[1]
14
Properties=species:S:1:pos:R:3 method="wB97M-V/def2-TZVPD" orbital_gap_ev=8.98 homo_ev=-8.149 relative_energy_kj_mol=122.19
C -0.700 0.693 1.513
C 0.464 -0.189 1.081
O 1.217 -0.620 2.154
C 0.696 -0.456 -0.171
C -0.165 0.128 -1.153
C -0.308 -0.259 -2.476
F -1.097 0.388 -3.309
H -0.498 1.057 2.603
H -1.544 -0.001 1.325
H -0.846 1.603 0.974
H 1.593 -1.411 1.778
H 1.621 -0.966 -0.444
H -0.659 1.044 -0.822
H 0.227 -1.011 -3.054

[2]
49
Properties=species:S:1:pos:R:3 method="wB97M-V/def2-TZVPD" orbital_gap_ev=5.96 homo_ev=-6.717
Be 0.011 -0.127 -0.680
Cl -5.012 -1.233 2.875
C -4.240 -1.027 1.383
C -3.053 -1.644 1.128
C -2.048 -1.026 0.335
N -0.673 -1.227 0.369
C 0.044 -1.929 1.273
O 1.224 -2.192 1.080
C -0.421 -2.270 2.677
C 0.338 -3.267 3.273
C 0.048 -3.675 4.563
C -1.076 -3.038 5.162
C -1.700 -1.955 4.551
N -1.390 -1.576 3.308
C -2.499 0.002 -0.638
C -3.784 0.459 -0.463
C -4.667 -0.103 0.442
Cl -6.248 0.533 0.572
N -1.431 0.389 -1.386
C -1.300 0.478 -2.742
O -2.089 1.017 -3.520
C 0.063 -0.005 -3.173
C 0.596 0.198 -4.416
C 1.900 -0.296 -4.670
C 2.625 -0.902 -3.648
C 2.079 -0.948 -2.397
N 0.874 -0.338 -2.109
H -2.818 -2.582 1.550
H 1.177 -3.731 2.754
H 0.562 -4.480 5.104
H -1.321 -3.212 6.187
H -2.405 -1.333 5.052
H -4.210 1.222 -1.125
H 0.058 0.668 -5.247
H 2.318 -0.100 -5.632
H 3.629 -1.316 -3.753
H 2.591 -1.413 -1.554
S 1.372 0.988 0.500
C 1.984 2.425 -0.066
N 2.236 2.733 -1.384
C 3.096 3.913 -1.540
C 3.021 4.528 -0.136
N 2.535 3.456 0.676
H 2.056 1.983 -2.081
H 2.723 4.606 -2.315
H 4.204 3.643 -1.865
H 2.404 5.476 -0.076
H 3.998 4.861 0.131
H 2.620 3.367 1.674

[3]
13
Properties=species:S:1:pos:R:3 method="wB97M-V/def2-TZVPD" smiles="O=C1C=C[C@@]2(F)C[C@@H]12" orbital_gap_ev=9.91 homo_ev=-9.795 relative_energy_kj_mol=42.79
O -2.525 -0.545 -0.552
C -1.400 -0.137 -0.382
C -1.002 1.268 -0.035
C 0.330 1.363 0.004
C 0.976 0.036 -0.229
F 2.143 0.029 -0.934
C 0.721 -1.021 0.794
C -0.120 -0.943 -0.475
H -1.721 2.045 0.168
H 0.916 2.247 0.248
H 0.296 -0.742 1.752
H 1.428 -1.845 0.826
H -0.042 -1.754 -1.186

[4]
90
Properties=species:S:1:pos:R:3 method="wB97M-V/def2-TZVPD" orbital_gap_ev="6.38 / 7.48" s_squared=2.019 homo_ev="-8.110 / -9.948" charge=+1 relative_energy_kj_mol=16.40 spin_multiplicity=3
Ti -0.171 -0.071 -0.032
N -1.670 -0.719 4.083
C -1.460 -0.319 2.787
S -1.286 -1.574 1.579
N -1.413 0.949 2.546
N -1.145 1.236 1.223
C -1.529 2.430 0.794
C -2.207 3.434 1.644
C -1.559 3.986 2.746
C -2.192 4.943 3.522
C -3.483 5.351 3.212
C -4.138 4.799 2.122
C -3.501 3.846 1.340
C -1.268 2.653 -0.593
C -1.562 3.847 -1.279
C -1.283 3.948 -2.615
C -0.698 2.852 -3.279
C -0.422 1.724 -2.560
N -0.694 1.595 -1.240
H -2.053 -1.640 4.205
H -2.041 -0.004 4.691
H -0.560 3.653 2.995
H -1.680 5.371 4.374
H -3.977 6.096 3.821
H -5.147 5.107 1.880
H -4.015 3.408 0.492
H -2.001 4.668 -0.732
H -1.504 4.860 -3.152
H -0.463 2.892 -4.333
H 0.038 0.858 -3.020
C 5.151 1.106 3.408
C 3.737 0.931 2.910
C 2.684 1.315 3.924
O 3.598 -0.502 2.581
P 2.626 -0.992 1.457
O 1.511 -0.023 1.229
C 3.587 -1.163 -0.056
P 2.599 -1.359 -1.546
O 1.391 -0.481 -1.490
O 3.539 -1.021 -2.758
C 3.770 0.390 -3.120
C 5.265 0.606 -3.139
C 3.102 0.629 -4.454
O 2.327 -2.888 -1.642
C 1.872 -3.649 -2.824
C 1.072 -2.803 -3.794
C 3.085 -4.296 -3.451
O 2.260 -2.462 1.767
C 1.723 -3.112 2.983
C 2.683 -4.227 3.322
C 1.505 -2.142 4.121
H 5.326 2.154 3.653
H 5.877 0.800 2.656
H 5.309 0.512 4.309
H 3.584 1.492 1.984
H 2.821 0.750 4.847
H 1.679 1.143 3.541
H 2.785 2.376 4.158
H 4.304 -1.979 0.034
H 4.138 -0.225 -0.181
H 3.298 1.015 -2.357
H 5.733 -0.043 -3.880
H 5.709 0.393 -2.165
H 5.486 1.641 -3.398
H 3.531 -0.027 -5.212
H 3.252 1.662 -4.766
H 2.030 0.443 -4.383
H 1.229 -4.407 -2.377
H 1.709 -2.079 -4.303
H 0.256 -2.276 -3.301
H 0.647 -3.463 -4.550
H 3.747 -3.538 -3.870
H 2.768 -4.961 -4.255
H 3.635 -4.882 -2.716
H 0.764 -3.500 2.645
H 3.652 -3.819 3.613
H 2.819 -4.898 2.475
H 2.290 -4.804 4.160
H 2.449 -1.825 4.562
H 0.923 -2.652 4.890
H 0.925 -1.274 3.809
N -1.482 -2.608 -1.385
C -2.407 -3.138 -2.203
C -2.969 -2.092 -2.897
C -2.326 -0.948 -2.405
N -1.423 -1.268 -1.486
H -0.946 -3.076 -0.672
H -2.594 -4.198 -2.226
H -3.746 -2.142 -3.639
H -2.485 0.083 -2.670

[5]
13
Properties=species:S:1:pos:R:3 method="wB97M-V/def2-TZVPD" orbital_gap_ev=10.28 homo_ev=-9.403 relative_energy_kj_mol=530.20
H 1.343 1.303 -2.238
N 1.306 1.154 -1.260
C 0.267 0.735 -0.668
N -0.978 0.245 -1.173
O -1.776 -0.372 -0.151
C -0.871 -0.925 0.723
C 0.234 0.311 0.904
O 1.374 -0.578 1.413
H -1.148 -0.176 -2.105
H -0.203 -1.761 0.612
H -1.517 -1.030 1.647
H -0.046 1.255 1.356
H 2.015 -0.162 0.939

[6]
18
Properties=species:S:1:pos:R:3 method="wB97M-V/def2-TZVPD" smiles="C[PH](C)(C)OC=O" orbital_gap_ev=10.17 homo_ev=-9.459 relative_energy_kj_mol=168.74
C -1.606 -0.769 -0.464
P -0.101 -0.070 0.353
C -0.926 1.203 1.519
C 1.330 0.994 -0.063
O 0.986 -1.683 -0.287
C 1.323 -1.394 -1.503
O 0.777 -0.621 -2.325
H -2.408 -0.180 -0.093
H -1.713 -1.866 -0.075
H -1.562 -0.889 -1.545
H 0.233 -0.859 1.469
H -1.331 2.088 0.898
H -0.141 1.731 2.059
H -1.780 0.800 2.160
H 1.115 1.676 0.788
H 2.256 0.461 0.023
H 1.168 1.051 -1.229
H 2.382 -1.673 -1.685